The following is a DFT calculation (ωB97M-V/def2-TZVPD) of a 3-piece molecular cluster, C8H17N overall.

Computed properties:
gap between HOMO and LUMO (alpha / beta): 7.757 / 7.910 eV
energy: -10055.834 eV
multiplicity: 1
energy relative to the best compared isomer or geometry (same formula, charge and spin): 131.1 kcal/mol
charge: 0

Each line ends with the Mulliken charge.
Element x y z (Å)
C 0.196 -0.540 0.446  0.47
C -2.158 -0.455 0.236  0.11
C 0.588 -1.842 -0.166  -1.55
C -2.725 0.772 0.878  -1.38
C -2.574 -0.753 -1.169  -1.16
C 3.139 0.671 -1.051  -1.01
N 0.058 0.535 -0.285  -0.54
C 2.258 0.896 0.118  0.48
C 2.523 1.510 1.255  -0.91
H -0.170 1.340 0.297  0.26
H 0.267 -0.488 1.536  0.29
H -2.132 -1.322 0.895  0.39
H 0.535 -1.792 -1.253  0.37
H 1.609 -2.089 0.134  0.41
H -0.063 -2.643 0.196  0.37
H -3.652 -0.973 -1.230  0.38
H -2.611 1.651 0.236  0.34
H -3.805 0.665 1.072  0.38
H -2.257 0.985 1.845  0.33
H -2.379 0.096 -1.828  0.28
H -2.054 -1.625 -1.573  0.31
H 2.670 1.047 -1.965  0.25
H 3.337 -0.394 -1.205  0.20
H 4.113 1.176 -0.943  0.38
H 1.800 1.582 2.067  0.23
H 3.488 1.989 1.457  0.31